[1]
Below is a molecular structure, C21H31F5OP2Zr in a non-equilibrium geometry, with properties calculated with the ωB97M-V functional and the def2-TZVPD basis.

* total charge: +2
* strongest force on any atom: 0.11912 hartree/bohr
* 2S+1: 1
* energy relative to the best compared isomer or geometry (same formula, charge and spin): 70.5 kcal/mol
* highest occupied orbital energy: -13.73 eV
* HOMO-LUMO gap: 5.719 eV

Positions of all 61 atoms, in Å:
1 P 0.796 -1.913 -2.183
2 P -0.001 2.584 -1.816
3 C 0.625 -0.148 -3.133
4 C 1.091 1.312 -2.667
5 H -0.456 -0.131 -3.513
6 H 1.163 -0.307 -4.075
7 H 2.143 1.259 -2.316
8 H 1.144 1.842 -3.621
9 C -1.083 3.584 -2.874
10 H -1.358 4.501 -2.326
11 H -2.018 3.013 -3.023
12 H -0.634 3.848 -3.842
13 C 1.240 3.708 -1.132
14 H 1.297 4.636 -1.727
15 H 2.230 3.235 -1.099
16 H 0.941 3.922 -0.099
17 C -0.259 -3.241 -2.856
18 H -0.208 -4.090 -2.155
19 H 0.069 -3.582 -3.850
20 H -1.324 -2.952 -2.901
21 C 2.566 -2.232 -2.131
22 H 3.095 -1.283 -1.942
23 H 2.894 -2.671 -3.086
24 H 2.806 -2.925 -1.309
25 Zr -0.893 0.066 -1.574
26 C -0.033 1.347 -5.576
27 C -1.358 1.388 -5.376
28 C -2.275 0.626 -6.259
29 C -1.718 -0.798 -6.566
30 C -0.924 -1.381 -5.454
31 C 0.407 -1.603 -5.560
32 C 1.230 -0.778 -6.508
33 C 0.681 0.679 -6.701
34 C -0.655 -1.853 -0.242
35 H 0.605 2.065 -5.072
36 H -1.842 2.151 -4.781
37 H -2.408 1.167 -7.219
38 H -3.279 0.544 -5.839
39 H -2.565 -1.460 -6.825
40 H -1.182 -0.751 -7.513
41 H -1.499 -1.667 -4.557
42 H 0.929 -2.455 -5.101
43 H 1.283 -1.243 -7.504
44 H 2.277 -0.726 -6.190
45 H 1.528 1.334 -6.953
46 H 0.083 0.672 -7.618
47 H 0.342 -1.761 0.230
48 H -0.835 -2.920 -0.454
49 H -1.383 -1.569 0.553
50 F -0.829 2.749 4.986
51 C -0.548 2.151 3.817
52 C 0.748 2.252 3.275
53 F 1.699 2.929 3.962
54 C 1.025 1.712 2.027
55 F 2.272 1.674 1.462
56 C -0.032 1.167 1.281
57 O 0.173 0.643 0.080
58 C -1.340 1.200 1.787
59 F -2.414 1.008 0.935
60 C -1.570 1.535 3.095
61 F -2.772 1.299 3.631

Forces on the atoms, in the same order (eV/Å):
-0.401 3.030 -0.766
-0.858 -0.434 0.922
1.650 -1.698 -2.692
0.500 0.065 -0.515
1.271 0.184 -0.899
-0.615 0.376 0.311
-0.905 0.055 0.391
0.285 -0.527 0.091
0.033 -0.160 -0.983
0.297 -0.314 -0.030
0.470 0.481 -0.007
-0.287 0.161 0.213
0.265 0.128 0.516
-0.123 -0.409 0.279
-0.315 0.117 0.013
0.176 0.240 -0.238
0.252 -0.271 -0.757
0.155 0.348 -0.109
-0.275 0.022 0.466
0.549 -0.003 0.085
0.445 -0.120 0.064
-0.219 -0.370 -0.106
-0.014 0.193 0.288
-0.135 0.196 -0.260
1.108 -0.779 5.974
-0.540 1.029 -0.239
0.329 0.455 -0.822
-0.458 -0.814 -0.639
-1.130 0.908 -0.609
0.837 -1.020 -0.129
-0.907 -0.524 -0.821
-0.037 0.233 -0.602
0.763 -0.395 -0.927
-1.432 0.206 1.923
-0.303 0.050 -0.030
0.340 -0.088 0.277
0.055 -0.162 0.465
0.040 0.086 0.134
0.288 0.116 0.485
0.293 -0.260 0.339
0.116 -0.623 -0.661
-0.177 0.884 0.485
0.011 0.084 0.217
-0.126 -0.155 0.227
-0.093 -0.294 0.088
-0.100 0.237 0.345
-0.749 -0.061 -0.027
-0.097 0.555 -0.060
-0.006 -0.205 -0.100
0.319 -0.730 -0.749
0.304 0.493 0.418
0.409 0.756 0.774
-0.931 -0.867 -0.664
0.153 -0.503 -0.564
-1.241 0.270 0.798
-0.582 0.256 -0.021
0.011 -0.699 -1.793
0.292 0.200 -0.518
1.075 -0.697 0.272
-0.582 0.120 0.721
0.549 0.649 -0.240

[2]
Below is a molecular structure, C21H31FeO3 in a non-equilibrium geometry, with properties calculated with the ωB97M-V functional and the def2-TZVPD basis.

* total charge: 0
* strongest force on any atom: 0.05953 hartree/bohr
* ⟨S²⟩: 8.79
* 2S+1: 6
* energy relative to the best compared isomer or geometry (same formula, charge and spin): 46.4 kcal/mol
* highest occupied orbital energy (alpha / beta): -5.70 / -8.13 eV
* HOMO-LUMO gap (alpha / beta): 6.446 / 8.653 eV

Positions of all 56 atoms, in Å:
1 O 1.133 1.032 -0.520
2 C 1.644 0.647 -1.849
3 C 1.794 2.065 -2.331
4 H 0.894 0.069 -2.393
5 H 2.605 0.133 -1.782
6 C 1.371 2.440 -0.892
7 H 1.069 2.330 -3.100
8 H 2.813 2.333 -2.594
9 C 0.108 3.266 -0.850
10 H -0.714 2.738 -1.348
11 H 0.290 4.216 -1.364
12 H -0.162 3.492 0.187
13 C 2.492 2.990 -0.032
14 H 3.418 2.453 -0.243
15 H 2.247 2.884 1.030
16 H 2.637 4.054 -0.253
17 Fe 0.562 -0.127 1.789
18 C 1.969 -1.033 2.898
19 C 0.923 -1.945 2.504
20 C 0.857 -1.965 1.062
21 H 0.346 -2.608 3.149
22 C 1.921 -1.123 0.579
23 C 2.532 -0.460 1.694
24 H 3.357 0.246 1.642
25 H 2.311 -0.834 3.913
26 H 0.219 -2.591 0.442
27 H 2.333 -1.191 -0.420
28 C -0.745 -0.013 3.342
29 C 0.251 1.039 3.405
30 C 0.160 1.793 2.187
31 H 0.902 1.291 4.250
32 C -0.905 1.217 1.375
33 C -1.448 0.126 2.108
34 H -2.360 -0.403 1.815
35 H -0.991 -0.715 4.138
36 H 0.656 2.739 1.996
37 H -1.363 1.587 0.463
38 O -1.760 0.449 -3.065
39 C -1.708 -0.443 -1.920
40 C -1.202 -1.815 -2.381
41 H -2.718 -0.550 -1.481
42 H -1.071 0.014 -1.146
43 C -1.558 -1.849 -3.885
44 H -1.671 -2.615 -1.803
45 H -0.109 -1.868 -2.251
46 C -1.936 -0.394 -4.231
47 H -2.397 -2.527 -4.070
48 H -0.709 -2.190 -4.480
49 H -2.999 -0.339 -4.532
50 H -1.322 -0.010 -5.056
51 C -2.332 -3.102 2.839
52 C -2.103 -2.555 1.531
53 O -2.359 -2.651 0.390
54 H -1.567 -2.711 3.543
55 H -2.267 -4.206 2.786
56 H -3.336 -2.809 3.217

Forces on the atoms, in the same order (eV/Å):
0.547 0.714 -1.951
-0.334 -0.571 0.310
-0.191 0.121 0.475
0.236 -0.168 0.102
-0.190 -0.203 0.038
-0.029 0.294 -0.050
0.159 0.179 0.072
-0.050 0.200 -0.150
-0.017 0.250 0.293
0.155 0.141 0.056
-0.058 -0.138 0.028
-0.153 0.022 -0.260
-0.082 0.296 -0.083
0.015 0.027 0.094
0.202 0.009 -0.309
0.081 -0.155 0.030
0.247 1.756 -2.496
1.263 -1.390 -0.196
1.367 -1.881 -0.019
2.180 -1.707 -0.437
0.273 0.546 -0.180
1.033 -2.048 0.469
1.732 -1.928 -0.108
-0.293 -0.220 0.002
-0.353 0.057 -0.405
0.274 0.256 0.205
-0.532 0.514 0.157
-1.602 1.640 1.294
-1.605 1.045 0.916
-1.498 1.261 0.487
-0.294 -0.374 -0.558
-1.409 0.956 1.303
-2.128 1.457 0.876
0.737 0.304 0.090
0.278 0.255 -0.368
-0.058 -0.493 0.039
0.523 -0.146 0.242
0.548 -1.476 -0.014
-0.427 0.315 0.437
0.320 0.410 -0.219
0.229 0.092 -0.264
-0.155 -0.127 -0.394
-0.018 0.083 0.321
0.197 0.186 -0.210
-0.355 -0.104 0.016
-0.486 0.292 -0.078
0.134 0.142 -0.027
-0.111 0.001 0.015
0.382 0.021 0.025
-0.167 0.120 0.311
-0.661 -1.029 1.312
1.459 1.359 -0.371
-1.024 -0.907 -0.417
-0.643 -0.339 -0.425
-0.122 0.287 0.219
0.473 -0.204 -0.249

Q: Look up the total charge of the second one.
A: 0

Q: Among the records above, which one has the lowest total charge?
A: C21H31FeO3

Q: Look up the 2S+1 of the first one.
A: 1